Record 1
{"formula": "C4H2BrClO4", "method": "ωB97M-V with the def2-TZVPD basis set", "symbols": ["O", "C", "O", "C", "Br", "C", "Cl", "C", "O", "O", "H", "H"], "positions_angstrom": [[1.9341, -1.9151, -0.7457], [1.2241, -1.7001, 0.2350], [0.8956, -2.4529, 1.1457], [0.7545, -0.1374, 0.2572], [2.1207, 1.1020, -0.3655], [-0.7276, 0.3250, -0.5870], [-1.8268, -1.0865, -0.6666], [-1.3600, 1.4234, 0.1878], [-1.1221, 1.5012, 1.3908], [-1.9533, 2.2533, -0.5350], [0.5125, 0.1975, 1.2474], [-0.4517, 0.4897, -1.5643]], "atomic_forces_ev_per_a": [[0.8, -0.8, -1.2], [0.2, 2.0, -1.0], [-0.7, -0.1, 1.0], [-2.9, -0.7, -0.6], [0.1, 0.0, -0.1], [3.3, -3.2, 3.0], [-0.2, -0.3, 0.1], [0.1, 1.9, -0.7], [-0.4, -0.1, 1.5], [-0.8, 0.4, -0.4], [0.1, 0.1, 0.4], [0.4, 0.8, -2.0]], "charge": -2, "smiles": "O=C([O-])[C@@H](Br)[C@@H](Cl)C(=O)[O-]", "homo_lumo_gap_ha": 0.2474, "lumo_ev": 5.58, "e_tot_ev": -94935.70838, "relative_energy_kcal_mol": 0.0}



Record 2
{"formula": "C24H42O3PdSiTe", "method": "ωB97M-V with the def2-TZVPD basis set", "symbols": ["Pd", "C", "C", "C", "O", "C", "O", "O", "H", "H", "H", "H", "H", "H", "H", "C", "C", "C", "C", "Si", "C", "C", "C", "C", "C", "C", "C", "C", "H", "H", "H", "H", "H", "H", "H", "H", "H", "H", "H", "H", "H", "H", "H", "H", "H", "H", "H", "H", "H", "H", "H", "H", "H", "H", "H", "C", "Te", "C", "C", "C", "C", "C", "C", "C", "H", "H", "H", "H", "H", "H", "H", "H"], "positions_angstrom": [[-0.4909, -0.7576, 0.1382], [1.9955, 3.4125, 2.2182], [0.6173, 2.9372, 2.0391], [-0.4833, 3.3425, 2.9144], [0.2848, 2.2698, 0.9994], [0.0962, -0.2987, 3.7712], [0.3077, 0.3424, 4.7059], [-0.1150, -0.8924, 2.7938], [2.0025, 4.4338, 1.8100], [2.7271, 2.8146, 1.6752], [2.2633, 3.4882, 3.2705], [-0.6650, 4.3923, 2.6345], [-0.1995, 3.3383, 3.9653], [-1.3896, 2.7704, 2.7307], [1.0260, 2.1044, 0.3842], [-4.0735, 0.5828, -2.4340], [-2.9006, 0.7160, -1.4513], [-3.0948, 2.0254, -0.6698], [-1.5654, 0.8510, -2.2130], [-2.7881, -0.8028, -0.3074], [-2.7361, -2.5046, -1.1448], [-2.0508, -2.4418, -2.5189], [-1.9722, -3.5285, -0.2794], [-4.1890, -2.9748, -1.3436], [-3.7534, -0.7105, 1.3326], [-3.2586, 0.4529, 2.2161], [-3.5731, -1.9985, 2.1530], [-5.2463, -0.5000, 1.0317], [-4.1072, 1.4768, -3.0643], [-5.0332, 0.5133, -1.9188], [-3.9806, -0.2758, -3.0972], [-3.0751, 2.8582, -1.3780], [-2.2978, 2.1939, 0.0583], [-4.0524, 2.0687, -0.1532], [-1.5235, 1.8236, -2.7116], [-1.4187, 0.0868, -2.9707], [-0.6949, 0.8078, -1.5283], [-1.0336, -2.0475, -2.4576], [-2.6057, -1.8433, -3.2398], [-1.9890, -3.4529, -2.9310], [-0.9979, -3.1593, 0.0771], [-1.7557, -4.4229, -0.8704], [-2.5399, -3.8487, 0.5913], [-4.7947, -2.2517, -1.8948], [-4.6841, -3.1938, -0.3973], [-4.1925, -3.8997, -1.9286], [-2.1924, 0.3553, 2.4383], [-3.7922, 0.4231, 3.1702], [-3.4370, 1.4304, 1.7761], [-2.5221, -2.2514, 2.3102], [-4.0665, -2.8563, 1.6972], [-4.0286, -1.8562, 3.1365], [-5.4434, 0.4578, 0.5484], [-5.7958, -0.5051, 1.9775], [-5.6674, -1.2892, 0.4077], [1.5169, -3.4408, -1.7563], [1.9825, -1.7995, -0.4586], [2.0791, -3.2476, 1.1220], [1.8351, -4.5863, 0.4685], [1.8931, -5.7486, 1.2361], [1.6512, -6.9817, 0.6593], [1.3457, -7.0662, -0.6946], [1.2926, -5.9176, -1.4624], [1.5405, -4.6721, -0.8867], [2.2829, -3.4663, -2.5286], [0.5494, -3.2797, -2.2241], [1.3124, -3.0198, 1.8597], [3.0576, -3.1823, 1.5932], [2.1314, -5.6839, 2.2909], [1.7049, -7.8784, 1.2612], [1.1592, -8.0288, -1.1507], [1.0682, -5.9845, -2.5202]], "atomic_forces_ev_per_a": [[-0.2, 0.1, -0.1], [0.0, -0.1, 0.0], [0.0, 0.4, -0.2], [0.0, -0.1, 0.0], [0.1, 0.0, 0.1], [0.0, 0.1, -0.1], [0.0, 0.0, 0.1], [0.0, -0.2, 0.0], [0.1, 0.0, 0.0], [0.0, 0.0, 0.0], [0.0, 0.0, 0.0], [-0.1, 0.0, 0.1], [0.1, 0.0, 0.0], [0.0, 0.0, 0.0], [0.0, -0.1, 0.0], [0.0, 0.0, -0.1], [0.1, 0.1, 0.1], [0.0, 0.0, 0.0], [0.0, -0.1, 0.0], [-0.2, -0.2, 0.0], [0.0, -0.1, -0.1], [0.0, 0.0, 0.0], [0.0, -0.1, 0.1], [0.0, -0.1, 0.0], [0.3, 0.1, 0.2], [0.0, 0.0, 0.0], [-0.1, 0.0, 0.0], [0.0, 0.0, -0.1], [0.0, 0.0, 0.0], [0.0, 0.0, 0.0], [0.0, 0.0, 0.0], [0.0, 0.0, 0.0], [0.0, 0.0, 0.0], [0.0, 0.0, 0.0], [0.0, 0.0, 0.0], [0.0, 0.0, 0.0], [0.0, 0.0, 0.0], [0.0, 0.0, 0.0], [0.0, 0.0, 0.0], [0.0, 0.0, 0.0], [0.0, 0.0, 0.0], [0.0, 0.0, 0.0], [0.0, 0.0, 0.0], [0.0, 0.0, 0.0], [0.0, 0.0, 0.0], [0.0, 0.0, 0.0], [0.0, 0.0, 0.0], [0.0, 0.0, 0.0], [0.0, 0.0, 0.0], [0.0, 0.0, 0.0], [0.0, 0.0, 0.0], [0.0, 0.0, 0.0], [0.0, 0.0, 0.0], [0.0, 0.0, 0.0], [0.0, 0.0, 0.0], [0.0, 0.1, 0.0], [0.1, -0.1, 0.0], [-0.1, 0.0, 0.0], [0.0, 0.0, 0.0], [0.0, 0.0, 0.0], [0.0, 0.0, 0.0], [0.0, 0.0, 0.0], [0.0, 0.0, 0.0], [0.0, 0.0, 0.0], [0.0, 0.0, 0.0], [0.0, 0.0, 0.0], [0.0, 0.0, 0.0], [0.0, 0.0, 0.0], [0.0, 0.0, 0.0], [0.0, 0.0, 0.0], [0.0, 0.0, 0.0], [0.0, 0.0, 0.0]], "charge": 2, "homo_lumo_gap_ha": 0.2179, "lumo_ev": -7.58, "e_tot_ev": -50347.65785, "relative_energy_kcal_mol": 20.8}



Record 3
{"formula": "C4H11NO", "method": "ωB97M-V with the def2-TZVPD basis set", "symbols": ["C", "N", "C", "C", "C", "O", "H", "H", "H", "H", "H", "H", "H", "H", "H", "H", "H"], "positions_angstrom": [[1.6942, 0.8983, -0.3478], [1.1882, -0.4216, -0.4217], [-0.1810, -0.7106, -0.0744], [-0.4000, -0.3577, 1.3771], [-1.2312, 0.1849, -1.0002], [-2.6632, -0.0831, -0.5792], [2.6109, 1.0710, -1.0592], [1.0527, 1.7798, -0.6173], [2.0717, 1.3580, 0.6320], [1.8544, -1.0310, 0.0510], [-0.0887, -1.8064, -0.1874], [-1.4248, -0.7165, 1.8887], [0.3013, -0.9582, 2.0705], [-0.0879, 0.7094, 1.4823], [-0.9230, -0.0975, -1.9677], [-1.1001, 1.2668, -0.8144], [-2.6737, -1.0855, -0.4321]], "atomic_forces_ev_per_a": [[2.5, 3.9, -0.4], [0.9, 0.4, -0.8], [-0.5, 1.0, 0.4], [-0.6, -1.5, 2.9], [-0.2, -1.6, 3.4], [2.6, -2.0, -0.8], [-1.6, -0.6, 1.1], [-0.2, -1.4, -0.3], [-0.3, -1.3, -0.5], [-0.5, -0.1, -0.2], [-1.6, 0.2, -0.4], [1.8, 1.6, -1.5], [-0.5, 0.9, -1.3], [-1.0, -0.7, 0.4], [-0.6, -0.1, -1.6], [0.1, -0.7, -0.1], [-0.2, 2.1, -0.3]], "smiles": "CN[C@@H](C)CO", "homo_lumo_gap_ha": 0.3533, "lumo_ev": 0.91, "e_tot_ev": -7861.77905, "relative_energy_kcal_mol": 64.0}



HOMO energy list, top to bottom, in eV: -1.2, -13.5, -8.7